Record 1
65
Properties=species:S:1:pos:R:3:forces:R:3:lowdin_charge:R:1 method="wB97M-V/def2-TZVPD" homo_ev="-14.776 / -15.213" s_squared=2.01 charge=+2 homo_lumo_gap_ev="9.1 / 9.0" mol_weight_g_mol=425.23 multiplicity=3 e_lumo_ev="-5.67 / -6.20" total_energy_ev=-77652.2862
Ni -0.757161 -0.204719 -0.119755 -0.10 0.21 0.10 0.617
C -3.381486 -1.350908 0.633104 0.46 -0.70 -0.39 -0.152
C -2.397057 -1.951052 1.611208 1.28 1.18 -0.26 -0.140
N -1.226955 -1.008869 1.834470 -1.58 0.85 -0.02 -0.083
C -1.621547 0.184991 2.715836 1.66 -0.95 -0.95 -0.077
C -2.190123 1.320452 1.927584 0.58 -0.94 -0.68 -0.271
C -2.968221 2.277375 2.473740 -2.21 2.74 0.85 0.019
C -3.448962 3.334245 1.617597 0.46 -0.35 1.69 0.027
C -2.972749 3.372643 0.321934 -1.28 1.55 0.65 0.000
C -2.160451 2.381080 -0.134440 0.08 -1.17 0.59 -0.299
C -1.562057 2.346812 -1.459888 2.22 0.98 -1.58 -0.126
N -1.198876 0.976962 -1.931992 -0.70 0.45 0.34 -0.078
C -2.364358 0.313550 -2.615416 0.74 -0.76 0.44 -0.129
C -3.359429 -0.214420 -1.555856 2.52 2.20 1.23 -0.145
N -2.611148 -1.071510 -0.621730 -0.50 -1.08 0.41 -0.105
N -1.825280 1.351977 0.630209 0.40 0.06 0.93 0.078
H -3.768244 -0.420123 1.008980 -0.36 0.33 0.07 0.110
H -4.210356 -2.063807 0.453570 0.30 0.48 0.06 0.151
H -1.926569 -2.818711 1.164530 -0.24 -0.57 0.17 0.121
H -2.825325 -2.137540 2.572135 -0.53 -0.60 0.48 0.123
H -0.506292 -1.556487 2.284352 0.07 0.23 0.17 0.073
H -0.679390 0.549143 3.145652 -0.18 -0.09 0.13 0.135
H -2.269862 -0.101936 3.514226 -0.47 -0.33 0.57 0.126
H -3.272241 2.347441 3.559517 0.52 -0.56 -1.38 0.155
H -4.108170 4.156839 2.041222 0.92 -1.27 -0.69 0.154
H -3.263724 4.234357 -0.263102 0.13 -0.19 -0.44 0.136
H -0.581316 2.927964 -1.361665 -1.21 -0.63 -0.31 0.152
H -2.173968 2.906309 -2.180510 0.14 -0.28 -0.02 0.145
H -0.371550 1.048007 -2.530797 -0.66 -0.05 -0.03 0.116
H -1.889713 -0.477509 -3.222357 -0.66 0.10 0.13 0.134
H -2.907463 0.996854 -3.243588 0.01 0.37 -0.54 0.120
H -4.207808 -0.680449 -1.927201 -1.56 -0.86 -1.02 0.113
H -3.673713 0.692299 -0.953505 0.01 -1.12 -0.71 0.135
H -2.470062 -2.009188 -1.034156 0.00 0.68 -0.11 0.151
C 4.120265 -1.280220 1.044988 -0.25 -1.21 -0.07 -0.077
C 2.709408 -0.620825 1.157668 1.39 -0.24 1.02 -0.525
C 1.911019 -1.271897 2.280761 0.48 -1.82 0.33 -0.120
P 1.746634 -0.424940 -0.364243 -0.53 0.46 -0.55 1.042
C 2.365174 1.156381 -1.068620 -0.24 0.02 -2.20 -0.541
C 1.834460 2.226717 -0.155590 0.85 1.40 0.07 -0.151
C 3.886201 1.407441 -1.330309 -1.11 -0.73 1.17 -0.058
C 1.850218 -1.808496 -1.576894 0.49 -1.00 0.51 -0.522
C 3.175488 -2.189895 -2.297029 -0.64 0.65 0.24 -0.077
C 1.258541 -3.057590 -0.847237 -0.69 0.30 -2.64 -0.108
H 4.749942 -1.218441 1.960931 -0.86 0.31 -0.28 0.097
H 4.760289 -0.841043 0.248084 -0.68 -0.68 0.24 0.077
H 3.893261 -2.383742 0.951758 0.84 0.99 -0.47 0.091
H 2.944447 0.381055 1.496458 -0.35 0.50 -0.09 0.093
H 1.529770 -2.296948 2.016609 0.12 0.92 -0.04 0.093
H 1.123202 -0.674478 2.696819 -0.39 0.48 -0.11 0.038
H 2.559551 -1.495411 3.133146 0.18 0.22 -0.11 0.097
H 1.877558 1.264017 -2.067603 -0.02 -0.31 0.50 0.105
H 2.426488 2.120762 0.757542 -0.40 0.52 0.22 0.074
H 0.777937 2.207265 0.077989 -0.22 -0.30 0.11 0.031
H 2.052994 3.230765 -0.583621 -0.04 -0.55 0.34 0.115
H 4.195062 1.832461 -0.383692 0.95 -0.14 0.09 0.080
H 4.111184 2.116695 -2.098483 -0.36 0.59 -0.50 0.083
H 4.408082 0.502132 -1.593601 0.31 -0.28 0.19 0.057
H 1.174340 -1.458060 -2.349653 -0.40 0.03 -0.22 0.083
H 3.912710 -2.575624 -1.595939 0.33 0.70 0.17 0.069
H 3.489479 -1.290077 -2.897391 0.19 -1.34 0.45 0.095
H 2.994269 -3.097270 -2.885576 -0.20 0.57 -0.52 0.088
H 2.022327 -3.458888 -0.256183 1.02 -0.94 0.95 0.054
H 0.878068 -3.812909 -1.588977 0.71 0.59 0.62 0.113
H 0.413257 -2.840996 -0.236046 -0.74 0.39 0.72 0.016

---

Record 2
17
Properties=species:S:1:pos:R:3:forces:R:3:lowdin_charge:R:1 method="wB97M-V/def2-TZVPD" homo_ev=-8.963 homo_lumo_gap_ev=10.1 smiles="C[C@H]1CC=CCO1" mol_weight_g_mol=98.14 e_lumo_ev=1.15 total_energy_ev=-8430.2670
C 1.195896 1.563251 1.035816 0.11 -0.10 0.16 -0.029
C 0.462241 0.384014 0.406048 -0.04 0.40 0.19 -0.420
C -1.060589 0.428545 0.535917 0.00 0.03 -0.02 -0.140
C -1.495292 -0.914510 0.018468 0.08 -0.19 -0.09 -0.096
C -0.619472 -1.593839 -0.725646 -0.49 0.04 -0.47 -0.097
C 0.440046 -0.868641 -1.524335 -0.09 -0.37 -0.17 -0.202
O 0.792273 0.379589 -0.972219 -0.08 0.07 -0.08 -0.108
H 0.818876 1.779110 2.037369 -0.02 -0.11 -0.01 0.075
H 1.115514 2.496412 0.451101 -0.23 -0.57 0.00 0.090
H 2.258355 1.346215 1.122168 0.09 -0.04 0.00 0.074
H 0.687701 -0.665197 0.742426 0.69 1.32 0.71 0.152
H -1.454054 1.293964 -0.007607 -0.01 -0.08 -0.02 0.128
H -1.364696 0.535997 1.586235 0.06 -0.06 -0.16 0.121
H -2.418815 -1.359848 0.368484 0.17 -0.16 0.22 0.100
H -0.684960 -2.663397 -0.866747 -0.37 -0.05 -0.39 0.104
H 1.344427 -1.461180 -1.705815 -0.04 -0.14 0.18 0.120
H -0.017450 -0.680484 -2.501661 0.16 -0.01 -0.06 0.127